No. 1
# C5H10NO2

C5H10NO2 as an isolated structure (the ωB97M-V functional and the def2-TZVPD basis, OMol25).

- orbital gap (eV) = 6.95
- E_LUMO (eV) = 3.59

Geometry as ORCA input:
```
! RIJCOSX wB97M-V def2-TZVPD def2/J DEFGRID3
* xyz -1 1
C 2.41462 -1.25417 -0.12550
N 1.85390 -0.08176 -0.20993
C -1.79579 -0.22197 1.07426
C -0.23932 -0.09634 1.12493
C 0.43539 0.03362 -0.32426
C -0.03823 1.32944 -0.98197
O -1.54507 0.70640 -1.79623
O 3.62574 -1.50264 -0.29921
H 1.64662 -2.07104 0.17640
H -0.70552 1.28102 -2.04800
H -2.16259 0.68273 0.60010
H -2.14837 -0.82943 1.98076
H -1.93011 -0.83177 0.16857
H 0.14486 0.74188 1.70327
H 0.11582 -1.01191 1.61591
H 0.02848 -0.78198 -0.96878
H 0.78077 1.90583 -1.39896
H -0.48119 2.00207 -0.29134
*
```

Atomic partial charges in e from the Löwdin method, atoms 1 to 6: -0.566 -0.024 -0.128 -0.221 -0.436 -0.047

=====

No. 2
# C45H34CaNO2P2S

C45H34CaNO2P2S as an isolated structure (the ωB97M-V functional and the def2-TZVPD basis, OMol25).

- orbital gap (alpha / beta) (eV) = 3.73 / 4.67
- E_LUMO (alpha / beta) (eV) = 2.34 / 2.34

Geometry as ORCA input:
```
! RIJCOSX wB97M-V def2-TZVPD def2/J DEFGRID3
* xyz -1 1
Ca 0.48437 0.67856 -1.24855
O 1.11199 0.58086 2.91576
C 0.70653 -0.63143 3.42659
C 1.02286 -0.94915 4.74392
C 0.61726 -2.15225 5.29316
C -0.06138 -3.06636 4.50305
C -0.27496 -2.79161 3.16314
C 0.13643 -1.59015 2.58731
P 0.09774 -1.33866 0.76930
C 1.57604 -2.29317 0.24725
C 2.61467 -2.60361 1.11640
C 3.72023 -3.32581 0.68577
C 3.80759 -3.73983 -0.63200
C 2.79082 -3.41548 -1.52012
C 1.69658 -2.69107 -1.08489
C -1.26882 -2.45213 0.29292
C -2.54727 -1.89873 0.21190
C -3.65207 -2.68439 -0.14399
C -3.48240 -4.02348 -0.42300
C -2.21197 -4.59180 -0.34128
C -1.12432 -3.81239 0.01605
C 0.41891 1.72559 3.27455
C -0.12224 1.89894 4.54472
C -0.70709 3.09581 4.92096
C -0.75875 4.14696 4.02096
C -0.24298 3.96980 2.75058
C 0.34357 2.76985 2.34155
P 0.84160 2.78929 0.59752
C -0.68158 2.54781 -0.36518
C -0.76117 3.03483 -1.68641
C -1.98705 3.02083 -2.41941
C -3.12354 2.51443 -1.81156
C -3.06295 2.03109 -0.49992
C -1.86957 2.05571 0.19542
C 2.23942 1.73421 0.15652
C 3.35120 1.60799 1.02910
C 4.52337 0.90920 0.66729
C 4.67667 0.32173 -0.60128
C 3.60824 0.43725 -1.54035
C 2.37181 1.13816 -1.14150
H 1.58834 -0.25024 5.34575
H 0.83521 -2.37920 6.32924
H -0.38591 -4.01279 4.91713
H -0.74107 -3.56263 2.56322
H 2.59606 -2.27729 2.14961
H 4.51584 -3.55414 1.38381
H 4.66995 -4.30141 -0.97013
H 2.85558 -3.72099 -2.55692
H 0.92318 -2.43641 -1.80264
H -2.70344 -0.84987 0.44214
H -4.63462 -2.23463 -0.20161
H -4.33362 -4.63268 -0.70162
H -2.07279 -5.64499 -0.55106
H -0.15605 -4.29297 0.09209
H -0.09918 1.11478 5.28665
H -1.11158 3.20909 5.91911
H -1.20373 5.09341 4.30084
H -0.31037 4.79778 2.05421
H 0.08300 3.48791 -2.13718
H -2.04355 3.41959 -3.40913
H -4.06529 2.51010 -2.34695
H -3.95996 1.66177 -0.01457
H -1.87372 1.71325 1.22699
H 3.32164 2.07051 2.00977
H 5.33014 0.83456 1.38750
H 5.57825 -0.21628 -0.86167
H 3.73122 -0.01891 -2.54329
H 1.55849 1.20595 -1.89015
S -0.67151 2.93693 -5.19317
C 0.82550 3.71183 -4.87707
C 1.43061 3.24317 -3.74477
C 0.66151 2.22813 -3.10121
C -0.54473 1.90253 -3.74317
C -1.64627 0.92257 -3.45247
C -2.75944 0.82594 -4.32132
C -3.75867 -0.07017 -4.06964
C -3.67235 -0.90693 -2.93616
C -2.56570 -0.77019 -2.13103
N -1.57917 0.09361 -2.34085
H 1.18697 4.47681 -5.54940
H 2.38312 3.60619 -3.38020
H -2.85024 1.45146 -5.20105
H -4.60816 -0.13721 -4.74003
H -4.44340 -1.63148 -2.70602
H -2.43138 -1.38954 -1.23178
O 2.33349 -0.18429 -1.71410
*
```

Atomic partial charges in e from the Löwdin method, atoms 1 to 6: 1.209 -0.013 -0.274 -0.027 -0.075 -0.084

=====

No. 3
# C5H8O3

One molecule with the formula C5H8O3 (the ωB97M-V functional and the def2-TZVPD basis, OMol25).

- orbital gap (eV) = 10.74
- E_LUMO (eV) = 0.87

Geometry as ORCA input:
```
! RIJCOSX wB97M-V def2-TZVPD def2/J DEFGRID3
* xyz 0 1
C -1.54760 -2.13936 -1.44213
O -0.34325 -1.28208 -1.75455
C -0.12585 -0.62156 -0.74454
O -0.93567 -0.17600 0.16323
O 1.01157 -0.06512 -0.74992
C 1.32780 1.03728 0.29613
C 0.39261 1.99265 1.02722
C 1.18813 0.75543 1.62403
H -2.32784 -1.23498 -1.77799
H -1.61958 -2.48274 -0.41306
H -1.35735 -2.95072 -2.26423
H 2.12269 1.51420 -0.13639
H 0.34710 3.17625 1.04028
H -0.64049 1.47823 1.02988
H 0.34395 0.14133 1.76045
H 2.16378 0.85717 2.34158
*
```

Atomic partial charges in e from the Löwdin method, atoms 1 to 6: 0.029 0.047 -0.717 -0.037 0.115 -0.260

=====

No. 4
# C3H9FN2O2S

One molecule with the formula C3H9FN2O2S (the ωB97M-V functional and the def2-TZVPD basis, OMol25).

- orbital gap (eV) = 10.36
- E_LUMO (eV) = 0.75

Geometry as ORCA input:
```
! RIJCOSX wB97M-V def2-TZVPD def2/J DEFGRID3
* xyz 0 1
C 1.93621 0.05701 0.83709
C 1.52136 0.84995 -0.39155
N 0.08200 0.80046 -0.70749
N -0.63980 -0.24469 -0.08518
C -1.59408 0.15174 0.94738
S -1.21645 -1.20873 -1.29278
O -2.43434 -0.75137 -1.86454
O -0.12687 -1.64732 -2.08076
F -1.62828 -2.40991 -0.36680
H 2.96916 0.30067 1.08729
H 1.87382 -1.01525 0.65983
H 1.31469 0.29448 1.70153
H 2.06531 0.48344 -1.26404
H 1.78880 1.90123 -0.26556
H -0.38860 1.67884 -0.54310
H -2.41198 -0.56469 1.00522
H -2.02043 1.13057 0.71115
H -1.09050 0.19357 1.91232
*
```

Atomic partial charges in e from the Löwdin method, atoms 1 to 6: -0.094 -0.238 -0.069 -0.325 -0.061 0.606

=====

The following M values (in g/mol) correspond, in order, to the records above: 116.1 754.9 116.1 156.2.
The following energy above the lowest of the compared OMol25 structures with the same formula, charge and spin values (in eV) correspond, in order, to the records above: 5.764 17.149 4.967 0.000.